Molecular formula: C20H19ClN2O5
Method: DFT, wB97M-V/def2-TZVPD

XYZ file:
```
47
Properties=species:S:1:pos:R:3:forces:R:3:lowdin_charge:R:1
Cl 0.795341 -5.744745 -2.382659 0.1 1.8 0.3 0.5279
O -1.869688 -0.075750 3.391817 1.2 3.9 -3.4 -0.1229
O 3.660182 2.768507 0.937150 -3.2 -2.3 -6.4 0.0484
O 3.450022 2.899891 -1.487055 -6.3 -5.0 4.4 -0.0416
O -1.861479 -0.828217 0.512970 0.3 -0.8 0.8 0.1326
O -0.995467 0.643422 -1.642168 -10.7 3.8 -3.5 0.1341
N 1.091242 1.100994 0.592670 2.3 3.5 4.0 0.1269
N 0.091956 0.395726 0.322787 -5.2 -6.4 -3.5 -0.0241
C 3.084148 2.407884 -0.173276 -0.7 1.0 2.4 -0.1621
C -4.935386 2.583499 2.817668 -3.6 0.7 0.4 -0.1002
C -0.931829 -0.346991 1.096214 3.3 7.0 1.1 -0.2931
C 1.418645 -3.368244 -1.083276 4.8 -10.3 1.6 -0.1727
C -0.580614 -1.898819 -2.568222 8.9 -9.2 5.8 0.0522
C 1.437908 0.797448 -1.528928 -6.3 3.1 -6.8 0.0076
C -0.406757 -3.321925 -2.699479 -0.2 0.3 -2.7 -0.0594
C -0.635463 0.322214 2.533336 -1.7 -8.3 3.3 -0.0426
C -3.958646 0.586020 3.901756 -3.9 14.3 -9.9 0.1411
C 1.071582 -2.240023 -0.742971 -1.8 12.6 1.3 -0.0749
C 4.501916 3.610947 -1.310627 6.5 1.2 -3.2 -0.4264
C 0.645034 -3.909104 -2.065431 -1.4 -4.2 -1.5 -0.5619
C -5.257431 1.485798 3.676970 14.3 -0.4 -4.8 0.0676
C 4.929566 3.883013 -2.746875 0.1 2.2 -3.4 -0.0893
C 1.732666 1.512532 -0.425801 5.2 1.5 5.4 -0.2421
C -0.075848 0.029486 -1.184139 12.8 -2.3 4.8 -0.5307
C 0.134012 -1.405998 -1.513376 0.5 -1.5 0.8 -0.1057
C -2.645424 1.911227 2.269040 -4.7 8.8 -3.8 -0.0225
C -3.784616 2.924491 2.123283 -0.2 -12.8 11.4 0.0444
C -2.897378 0.939309 2.996280 0.1 -10.0 9.2 -0.2750
H -0.058620 -0.643229 3.029896 -0.2 2.7 -1.3 0.1784
H 5.131599 2.919523 -3.535538 -0.5 2.6 2.7 0.1390
H 5.810074 4.653432 -2.791892 -1.4 -1.7 0.0 0.0881
H -5.901729 3.115433 2.682985 1.0 0.6 -0.4 0.1028
H -0.914047 -3.959842 -3.488167 0.4 1.1 1.2 0.1246
H 5.270193 3.010717 -0.849821 0.6 0.2 0.6 0.1269
H 1.034903 1.908776 -2.265462 0.8 -3.3 1.2 0.2354
H 4.347060 4.495625 -0.797201 -0.2 1.9 1.2 0.1113
H 2.100122 0.401825 -2.211552 1.6 -1.3 -0.9 0.0927
H -2.096583 2.077358 1.440065 3.1 -0.1 -1.8 0.0893
H -1.834903 0.216812 -1.207894 1.4 1.2 -1.2 0.2007
H 2.230609 -4.091551 -0.324926 -2.5 2.4 -2.9 0.2201
H 3.995476 4.521408 -3.212373 2.3 -1.7 0.8 0.1142
H -1.215438 -1.331388 -2.815358 -9.1 7.1 -4.9 0.0089
H -5.885991 1.163343 4.278495 -7.1 -1.7 4.8 -0.0033
H -0.077652 1.256170 2.747104 -0.9 -0.5 -0.8 0.1293
H -3.696117 3.486934 1.456186 0.9 9.2 -9.8 -0.0222
H 1.682299 -1.535703 -0.155632 -0.2 -1.0 0.8 0.1377
H -4.064416 -0.139779 4.413596 -0.4 -9.5 6.6 -0.0098
```
Forces are in eV/Å.

The largest force on an atom is 17.81 eV/Å. The frontier orbital gap is 0.3092 Ha. The HOMO energy comes out at -8.82 eV. The value obtained for the relative energy (zero: lowest compared OMol25 entry of this formula, charge and spin) is 1974.6 kJ/mol. The net charge is 0.